Entry from OMol25: a cluster of 2 separate species, C2HClO4 in total in a non-equilibrium geometry (ωB97M-V/def2-TZVPD).

Each line ends with the natural charge from an NBO analysis.
Positions of all 8 atoms, in Å:
Cl: 0.40115 0.56603 -1.15835  -0.093
O: 2.30797 0.73860 0.54055  -0.673
O: 0.59862 -0.60945 1.11612  -0.508
O: -2.51856 0.49280 -0.13718  -0.523
O: -2.29245 -1.75712 -0.35466  -0.503
C: 1.11201 0.16820 0.40400  0.765
C: -2.40747 -0.63662 -0.26416  1.025
H: 2.79872 1.03755 -0.14631  0.509

- LUMO (Eh) = 0.01090
- SMILES = O=C(O)Cl.O=C=O
- HOMO level (eV) = -11.7

=====

Entry from OMol25: the ion C4H13N2 with charge +2 in a non-equilibrium geometry (ωB97M-V/def2-TZVPD).

Each line ends with the Mulliken spin population.
Positions of all 19 atoms, in Å:
N: 0.50349 1.29861 -0.31751  0.543
N: -2.01138 0.43973 -0.37733  0.134
C: 2.35623 -0.30698 -0.03620  0.167
C: -0.06205 -1.05360 0.04065  0.085
C: -1.54531 -0.71481 0.45810  0.031
C: 0.92094 0.09582 0.37608  0.055
H: 0.26854 -1.89961 0.62913  0.000
H: 0.88800 0.27911 1.45752  -0.009
H: -1.59555 -0.23360 1.43365  -0.003
H: 3.01804 0.48750 0.28007  0.002
H: 2.43399 -0.46750 -1.09747  -0.002
H: -2.19935 -1.58102 0.31600  0.029
H: -0.13955 -1.34958 -1.01351  -0.003
H: -2.85088 0.91957 -0.01247  0.000
H: -2.23883 0.19013 -1.35284  -0.004
H: -0.99613 1.06490 -0.37949  -0.020
H: 2.59932 -1.17157 0.59630  0.012
H: 0.65597 2.13297 0.27322  -0.009
H: 0.75932 1.46763 -1.36731  -0.007

- spin multiplicity = 2
- LUMO (spin up / spin down) (Eh) = -0.27628 / -0.51134
- total charge = +2
- HOMO level (spin up / spin down) (eV) = -21.0 / -21.6

=====

Entry from OMol25: a structure of composition CsH6O3 in a non-equilibrium geometry (ωB97M-V/def2-TZVPD).

Each line ends with the natural charge from an NBO analysis.
Positions of all 10 atoms, in Å:
Cs: -0.17390 0.96010 0.48360  0.990
O: 0.14910 -2.00890 0.28060  -0.960
O: -2.95090 -0.16790 1.13060  -0.930
O: 2.71710 1.91010 -0.51340  -0.947
H: -3.09490 0.71710 0.85260  0.461
H: -0.12390 -2.42490 -0.56640  0.482
H: 1.98310 2.34210 -0.96240  0.457
H: 3.29710 1.59410 -1.19540  0.493
H: -2.88190 -0.70890 0.37860  0.472
H: 1.07910 -2.21290 0.11160  0.482

- LUMO (Eh) = -0.14099
- total charge = +1
- HOMO level (eV) = -15.8

=====

Entry from OMol25: a cluster of 9 separate species, C22H62N2O9 in total in a non-equilibrium geometry (ωB97M-V/def2-TZVPD).

Each line ends with the Mulliken charge.
Positions of all 95 atoms, in Å:
O: 2.34925 1.94720 -0.98440  -0.589
O: 1.19631 -3.38573 -0.70547  -0.584
O: 2.97426 3.81847 4.23913  -0.556
O: -1.47655 -2.89751 -0.84821  -0.726
O: 3.34481 -0.51960 -2.11956  -0.507
O: -2.00244 1.13111 3.12952  -0.415
O: -3.37050 3.98972 -3.10268  -0.570
O: -1.84893 -1.65272 3.21334  -0.640
O: -1.16301 -0.97904 0.65413  -1.047
N: 0.58710 -0.51759 -0.73307  0.817
N: -0.18217 1.08203 0.71813  0.516
C: 3.55791 -1.19196 -3.38295  0.621
C: 0.89916 2.93696 3.24647  -0.406
C: -2.98584 -2.48988 3.39940  -0.101
C: -3.55276 1.02450 4.99462  -1.174
C: 3.05468 -4.71055 0.03538  -1.454
C: -2.78679 3.21512 3.98634  -1.397
C: -3.11930 1.75514 3.73984  0.695
C: 1.56211 -4.67196 -0.18283  0.528
C: 2.50285 3.33559 -2.91292  -1.068
C: 1.07588 -5.78730 -1.10016  -1.255
C: -1.66257 2.30247 -2.94963  -0.961
C: 3.87062 3.83074 -0.82811  -1.334
C: -1.81853 -2.27981 -2.07486  0.532
C: 2.56773 3.31481 -1.39371  0.532
C: -0.33180 -0.16495 0.20907  0.324
C: 3.84200 -2.65689 -3.17219  -1.268
C: -3.56202 2.33387 -1.29623  -1.138
C: 2.20243 3.72472 3.06062  -0.073
C: -3.19576 -2.72835 4.87763  -1.224
C: -1.27503 -3.11396 -3.22125  -1.064
C: -3.12207 2.64222 -2.71169  0.499
C: 2.32386 -0.97114 -4.24288  -0.973
H: -2.00585 3.31463 4.74261  0.261
H: 3.35616 -5.64415 0.51283  0.454
H: 0.13110 3.18813 2.51628  0.032
H: 1.09073 -4.81907 0.79997  0.344
H: 4.40394 -0.68913 -3.85714  0.235
H: 2.06035 4.69329 2.56128  0.260
H: -2.81031 -3.44790 2.89114  0.423
H: -2.44714 -3.42893 5.24530  0.363
H: 2.79207 4.30430 -3.32975  0.414
H: 0.22899 -3.41185 -0.83093  0.093
H: 3.40675 -3.90020 0.67552  0.359
H: 0.69338 -1.49568 -0.94181  -0.033
H: 1.34683 0.11099 -0.93014  0.192
H: -1.39905 1.24836 -2.96011  0.213
H: 3.15260 2.56789 -3.33959  0.276
H: 3.18405 -1.19212 -1.44663  0.162
H: -2.10135 0.16369 3.16168  0.323
H: -2.81567 1.05426 5.80016  0.292
H: 3.60037 -4.63820 -0.91131  0.219
H: 0.36710 1.77591 0.24135  -0.119
H: 3.99622 -3.19101 -4.10979  0.473
H: -1.15984 2.77176 -2.09179  0.114
H: 1.48140 3.16305 -3.25683  0.110
H: -1.81236 -4.06482 -3.24101  0.326
H: -4.29740 4.18392 -2.93724  0.334
H: 2.28540 -1.65764 -5.08966  0.408
H: -2.43024 3.65907 3.05418  0.311
H: -3.47866 1.26671 -1.07194  0.175
H: -3.88049 -2.05183 2.93248  0.233
H: 1.54170 -6.74173 -0.85211  0.412
H: 4.74756 -2.82150 -2.57845  0.390
H: 1.41587 -1.12069 -3.65163  0.009
H: -3.69781 1.97210 -3.37833  0.146
H: 1.71902 3.86174 -0.97785  0.362
H: 4.72327 3.22368 -1.13093  0.307
H: 3.78978 3.83006 0.25857  0.180
H: 1.10745 1.87908 3.09590  0.194
H: 2.92139 1.37860 -1.52410  0.189
H: 2.44953 4.24808 4.92125  0.322
H: -1.54599 -2.23944 -0.13627  0.427
H: -3.66422 3.77747 4.30367  0.424
H: -0.00912 -5.91036 -1.06153  0.328
H: -0.90995 1.31103 1.37946  0.042
H: -1.29487 2.76376 -3.86580  0.443
H: 3.02875 -3.13485 -2.61565  -0.009
H: 2.80934 3.16557 2.34089  -0.064
H: -3.98449 1.75112 3.05530  0.119
H: -0.21724 -3.31684 -3.04662  0.081
H: 1.30234 -5.54710 -2.14434  0.229
H: -2.90617 -2.17161 -2.17624  0.380
H: -3.70327 -0.04173 4.78069  0.066
H: -2.94647 2.85559 -0.55226  0.276
H: -1.43444 -1.25285 -2.13489  -0.353
H: -1.64048 -1.63454 2.26038  0.426
H: 2.26995 0.06134 -4.59303  0.296
H: -4.59055 2.62074 -1.05722  0.454
H: -1.40442 -2.63001 -4.18675  0.381
H: -4.17308 -3.18026 5.05599  0.344
H: -3.14769 -1.78452 5.42005  0.287
H: 0.52357 3.08996 4.25895  0.262
H: 4.04123 4.85597 -1.16315  0.406
H: -4.51451 1.38297 5.36614  0.455

- LUMO (Eh) = 0.02623
- SMILES = NC(N)=O.CC(C)O.CC(C)O.CC(C)O.CC(C)O.CC(C)O.CCO.CCO.CCO
- HOMO level (eV) = -9.8